Entry 1:
DFT (ωB97M-V/def2-TZVPD) results for a structure of composition C21H19ClIrN9O3S2.

XYZ file:
```
56
Properties=species:S:1:pos:R:3:forces:R:3
Ir 0.12167 0.50963 1.03265 -0.3 0.0 0.1
N -0.67073 3.98722 0.97502 0.1 0.1 0.1
C -0.46926 3.38557 2.15968 0.1 -0.1 0.1
N -0.23580 2.09045 2.32407 -0.1 0.2 0.0
C -0.14131 1.76578 3.68251 -0.1 -0.2 0.0
C -0.19908 2.81505 4.51973 0.0 0.0 0.0
S -0.45833 4.26974 3.63473 0.0 0.0 0.0
C -0.07313 0.33818 3.96295 0.1 0.1 -0.1
C -0.00572 -0.31608 5.13414 0.0 0.0 0.0
S -0.01294 -2.01715 4.86792 0.0 0.0 0.0
C -0.09148 -1.75913 3.16915 -0.1 0.1 0.0
N -0.11396 -0.48149 2.83035 0.0 -0.1 0.2
N -0.11312 -2.78573 2.30296 0.1 0.0 0.0
H -1.10735 3.44254 0.25771 0.0 0.0 -0.1
H -0.88310 4.97160 0.96339 0.0 0.0 0.0
H -0.15052 2.82126 5.59572 0.0 0.0 0.0
H 0.02690 0.08850 6.13174 0.0 0.0 0.0
H -0.20106 -3.72746 2.64600 0.0 0.0 0.0
H -0.37442 -2.61255 1.35010 -0.1 0.0 0.0
N 1.15294 -2.58528 -1.60994 0.0 0.0 -0.1
C 0.13075 -1.92931 -1.06933 0.0 0.0 0.1
N 0.62717 -1.09479 -0.16126 0.0 0.1 -0.2
C 1.97856 -1.26758 -0.24929 0.1 0.0 0.1
N 2.33329 -2.17243 -1.11798 -0.1 0.0 0.0
C 2.81523 -0.42922 0.59795 0.0 -0.1 0.0
C 4.19988 -0.46396 0.64812 0.0 0.0 0.0
N 4.88378 0.35188 1.43783 0.0 0.0 0.0
C 4.19354 1.20385 2.18366 0.0 0.0 0.0
C 2.80564 1.25795 2.15915 0.0 0.0 0.0
N 2.11971 0.43944 1.35946 0.2 -0.1 0.2
H 1.12608 -3.27474 -2.35727 -0.1 0.0 0.0
H -0.90387 -2.06512 -1.34495 0.0 0.0 -0.1
H 4.75104 -1.16550 0.03390 0.0 0.0 0.0
H 4.75202 1.87183 2.82680 0.0 0.0 0.0
H 2.24877 1.95056 2.77185 0.0 0.0 0.0
C -3.92995 -1.16279 -2.92720 0.0 0.0 0.0
C -2.50578 -1.22130 -3.40147 -0.1 0.0 0.0
C -1.93541 -2.40088 -3.86051 0.0 0.0 0.0
C -0.62180 -2.41937 -4.30930 0.1 -0.1 0.0
Cl 0.12046 -3.94024 -4.72061 0.0 0.0 0.0
C 0.13476 -1.26545 -4.35888 0.0 0.0 0.1
C -0.41176 -0.08134 -3.88068 0.0 0.0 0.0
C -1.70848 -0.07097 -3.39163 0.0 0.0 0.1
O -2.32438 1.05571 -2.89101 0.0 0.1 -0.1
C -1.52027 2.02587 -2.27246 0.0 0.0 0.0
C -0.95601 1.48693 -0.97488 -0.2 -0.1 0.2
O 0.29351 1.49050 -0.70962 -0.1 0.6 -0.9
O -1.70818 1.02895 -0.06378 0.3 -0.5 0.1
H -4.38510 -2.15057 -2.94425 0.0 0.0 0.0
H -4.51787 -0.50370 -3.56703 0.0 0.0 0.0
H -3.99502 -0.75482 -1.91735 0.0 0.0 0.0
H -2.51764 -3.31388 -3.86659 0.0 0.0 0.0
H 1.14539 -1.28813 -4.74329 0.0 0.0 0.0
H 0.18848 0.81653 -3.91355 0.0 0.0 0.0
H -2.19699 2.85043 -2.04075 0.1 0.0 0.0
H -0.70975 2.40502 -2.89436 0.0 0.0 0.0
```
Forces are in eV/Å.

Results
Energy relative to the best compared isomer or geometry (same formula, charge and spin) (kcal/mol): 0.00
Gap between HOMO and LUMO (eV): 7.17
Highest occupied orbital energy (eV): -13.684
Total charge: +2

Here are the Löwdin charges for atoms 1 to 5, given in e: 1.48 0.15 -0.63 -0.08 -0.34


Entry 2:
DFT (ωB97M-V/def2-TZVPD) results for a structure of composition C21H19MoN4O4.

XYZ file:
```
49
Properties=species:S:1:pos:R:3:forces:R:3
Mo -0.16978 0.26356 -0.10450 0.9 -0.3 -2.4
O 1.01700 1.49962 -0.47766 1.6 2.4 0.7
C 1.71562 2.04206 -1.49527 0.4 -0.2 -1.0
C 2.09916 3.36723 -1.54376 -0.2 0.0 0.5
C 2.75368 3.82789 -2.67838 0.0 -0.1 -0.1
C 3.08063 2.96112 -3.72308 0.0 0.0 0.0
C 2.75014 1.62155 -3.64575 0.0 -0.2 -0.1
C 2.03961 1.13167 -2.54335 -0.2 0.2 0.3
C 1.87907 -0.27215 -2.30804 0.1 0.2 0.0
N 1.16310 -0.80571 -1.36224 -0.6 0.2 0.1
C 1.51601 -2.12939 -0.83390 0.1 -0.3 0.3
C 2.00518 -1.78261 0.57493 0.3 -0.1 -0.3
N 0.88515 -1.00315 1.13368 0.0 0.0 0.4
C 0.47577 -1.23926 2.36778 -0.2 -0.2 0.0
C -0.84891 -1.09223 2.86224 -0.2 0.1 -0.3
C -1.18047 -1.38056 4.19649 0.1 0.0 0.0
C -2.50146 -1.55071 4.55373 0.0 0.0 0.0
C -3.50866 -1.47861 3.58586 0.2 0.0 0.1
C -3.21702 -1.19796 2.25673 -0.1 0.2 -0.5
C -1.90423 -0.95750 1.91059 0.1 -0.2 1.0
O -1.48330 -0.60967 0.68033 -2.5 -1.3 1.4
H 1.88570 4.02364 -0.70927 0.0 0.0 0.0
H 3.01482 4.87574 -2.74732 0.1 0.0 0.0
H 3.61571 3.33660 -4.58474 0.0 0.0 0.0
H 3.03387 0.93809 -4.43751 0.0 0.0 0.0
H 2.51679 -0.93501 -2.89136 -0.1 -0.1 0.0
H 2.29229 -2.61402 -1.42501 0.0 0.1 -0.1
H 0.63745 -2.77477 -0.80252 0.0 0.0 0.0
H 2.91252 -1.17690 0.52513 0.0 0.0 0.0
H 2.20662 -2.67628 1.16305 -0.1 0.0 0.1
H 1.18737 -1.71553 3.04196 0.1 0.0 -0.1
H -0.39330 -1.46816 4.93599 0.0 -0.1 0.0
H -2.75731 -1.76710 5.58201 0.0 0.0 0.0
H -4.53914 -1.63689 3.87645 0.0 0.0 0.0
H -3.99868 -1.15097 1.50933 0.0 0.0 0.0
C -2.22618 0.78955 -5.36775 0.0 0.0 -0.5
N -2.03511 1.14780 -3.95286 0.0 0.1 0.3
C -2.58885 2.25890 -3.43441 0.0 -0.1 0.0
C -2.46265 2.63881 -2.12023 0.0 0.0 0.4
C -1.75053 1.76993 -1.30374 -0.5 0.2 -0.9
O -1.48630 1.85668 -0.03617 0.5 -0.5 0.1
N -1.18630 0.64185 -1.83037 0.2 0.0 0.6
C -1.22717 0.30217 -3.18673 0.1 -0.5 -0.2
O -0.64174 -0.64890 -3.63004 -0.1 0.2 0.0
H -3.22070 1.08877 -5.68754 0.0 0.0 0.1
H -2.11806 -0.28349 -5.48400 0.0 0.0 0.1
H -1.48294 1.28341 -5.99249 0.0 0.0 0.1
H -3.16139 2.86941 -4.12242 0.0 -0.1 -0.1
H -2.91632 3.53634 -1.72808 0.0 0.0 0.0
```
Forces are in eV/Å.

Results
Energy relative to the best compared isomer or geometry (same formula, charge and spin) (kcal/mol): 52.65
Gap between HOMO and LUMO (eV): 5.68
Highest occupied orbital energy (eV): -18.350
Total charge: +3

Here are the Löwdin charges for atoms 1 to 5, given in e: 2.10 -0.22 -0.23 0.05 0.03